(1)
{
  "formula": "C4H4O5Zn",
  "method": "ωB97M-V with the def2-TZVPD basis set",
  "symbols": ["O", "H", "O", "C", "C", "O", "C", "H", "H", "H", "Zn", "C", "O", "O"],
  "coordinates": [[-1.057, -0.224, -0.388], [2.680, -1.190, 0.280], [0.657, -1.488, 0.484], [1.738, -0.729, -0.043], [1.521, 0.676, 0.545], [0.326, 0.548, 1.305], [-0.394, -0.580, 0.807], [1.712, -0.715, -1.144], [1.405, 1.433, -0.247], [2.331, 0.990, 1.217], [-2.300, -1.021, 1.117], [-2.659, 0.752, -1.232], [-2.552, 1.223, -2.314], [-3.408, 0.326, -0.387]],
  "total_energy_ev": -62866.460,
  "multiplicity": 2,
  "relative_energy_kj_mol": 218.0,
  "s2": 0.756,
  "charge": -1,
  "e_homo_ev": [-2.3, -3.5]
}

(2)
{
  "formula": "C4H4OS",
  "method": "ωB97M-V with the def2-TZVPD basis set",
  "symbols": ["C", "C", "C", "O", "C", "S", "H", "H", "H", "H"],
  "coordinates": [[0.171, 1.874, -0.052], [0.558, 0.569, 0.062], [2.000, -0.056, 0.097], [2.095, -1.186, -0.338], [-0.391, -0.443, 0.451], [-2.110, -0.395, -0.111], [0.727, 2.973, -0.330], [-0.875, 1.884, -0.114], [2.904, 0.739, 0.545], [0.207, -1.457, 1.038]],
  "total_energy_ev": -17091.006,
  "smiles": "C=C(C=O)C=S",
  "relative_energy_kj_mol": 399.4,
  "charge": 0,
  "e_homo_ev": -9.0
}